(1)
C66H165N11 | ωB97M-V/def2-TZVPD

Results
- Gap between HOMO and LUMO: 8.2 eV
- SMILES: CCN(CC)CC.CCN(CC)CC.CCN(CC)CC.CCN(CC)CC.CCN(CC)CC.CCN(CC)CC.CCN(CC)CC.CCN(CC)CC.CCN(CC)CC.CCN(CC)CC.CCN(CC)CC
- Highest occupied orbital energy: -8.0 eV
- LUMO energy: 0.173 eV
- ΔE to the lowest compared entry with this formula, charge and spin: 113.9 kcal per mole

Structure (ORCA input):
```
! wB97M-V def2-TZVPD RIJCOSX def2/J DEFGRID3
* xyz 0 1
C 30.83249 -11.38986 9.92696
C 31.20830 -11.70382 8.41920
N 30.56577 -12.89548 7.87163
C 31.11099 -14.06016 8.53855
C 30.29379 -15.32182 8.46606
C 31.01238 -13.00957 6.43599
C 30.14753 -12.23872 5.49142
H 31.28476 -12.03409 10.68097
H 29.75759 -11.32490 10.09567
H 31.19331 -10.37984 10.12130
H 30.96388 -10.80877 7.84716
H 32.28757 -11.71124 8.26677
H 32.14076 -14.20907 8.21376
H 31.15707 -13.86978 9.61080
H 30.75141 -16.04941 9.13635
H 29.27437 -15.13158 8.80178
H 30.31275 -15.62379 7.41890
H 30.99992 -14.04613 6.09909
H 32.04624 -12.70809 6.26771
H 30.25376 -11.16236 5.62664
H 29.09365 -12.51166 5.54579
H 30.44084 -12.32909 4.44552
C 27.47114 -1.89082 -1.19174
C 27.47661 -1.16482 -2.55787
N 27.80905 -2.00856 -3.69640
C 27.55195 -1.22405 -4.93299
C 28.50071 -0.05525 -5.16455
C 29.14587 -2.56838 -3.59546
C 29.43190 -3.47135 -4.81239
H 28.44699 -2.28510 -0.90823
H 26.79880 -2.74681 -1.13398
H 27.09712 -1.22504 -0.41397
H 26.49278 -0.72617 -2.72453
H 28.26154 -0.41299 -2.47579
H 27.54581 -1.86673 -5.81336
H 26.54118 -0.81637 -4.94833
H 28.23127 0.47133 -6.08009
H 28.46976 0.69083 -4.37051
H 29.52024 -0.41916 -5.29193
H 29.15592 -3.27940 -2.76937
H 29.91652 -1.80521 -3.48694
H 30.16649 -4.21447 -4.50215
H 29.87818 -2.88398 -5.61486
H 28.59240 -4.03604 -5.21791
C 29.21939 -8.85198 16.70820
C 28.55713 -9.60355 15.59718
N 27.13338 -9.81645 15.97365
C 26.31719 -10.21858 14.83173
C 26.01551 -9.11879 13.80180
C 27.03748 -10.82495 17.04686
C 25.69621 -10.75620 17.72686
H 28.56194 -8.10606 17.15480
H 30.14846 -8.37757 16.39219
H 29.52442 -9.51803 17.51532
H 28.61703 -8.93483 14.73849
H 29.01456 -10.55631 15.33050
H 26.85476 -11.03468 14.34893
H 25.39158 -10.68117 15.17434
H 26.88997 -8.79642 13.23655
H 25.15110 -9.29589 13.16186
H 25.67461 -8.25702 14.37561
H 27.69116 -10.57269 17.88184
H 27.33494 -11.82844 16.74251
H 25.37563 -9.71816 17.81518
H 25.70282 -11.17097 18.73484
H 24.88325 -11.22030 17.16847
C 21.86849 -0.10824 4.60146
C 21.58616 -1.08676 3.45346
N 20.73265 -0.54087 2.37827
C 21.35398 0.52918 1.57639
C 22.86578 0.36801 1.13773
C 19.35384 -0.27219 2.74504
C 18.41535 0.10847 1.56958
H 22.62869 -0.49715 5.27892
H 20.97122 0.15590 5.16114
H 22.24216 0.81138 4.15118
H 22.51860 -1.47329 3.04207
H 21.02185 -1.88088 3.94235
H 21.20656 1.45505 2.13240
H 20.81325 0.69087 0.64388
H 23.15664 1.29283 0.63952
H 23.06385 -0.46197 0.45949
H 23.50219 0.28014 2.01827
H 18.88170 -1.18582 3.10624
H 19.25816 0.53817 3.46771
H 18.42328 -0.55679 0.70617
H 17.39432 0.15035 1.94887
H 18.69818 1.09406 1.19985
C 23.50728 -3.91462 14.54331
C 23.22373 -4.61674 15.84299
N 23.50951 -3.85915 17.01866
C 24.92242 -3.49621 17.15247
C 25.89937 -4.67184 17.29631
C 22.93042 -4.43191 18.23891
C 21.39953 -4.19330 18.30570
H 23.09268 -2.90688 14.56943
H 23.03418 -4.41443 13.69805
H 24.57429 -3.83550 14.33516
H 22.18014 -4.89436 15.69480
H 23.82169 -5.52700 15.88738
H 25.25407 -2.94668 16.27149
H 25.10504 -2.81194 17.98104
H 25.75767 -5.18048 18.24989
H 25.83142 -5.33394 16.43312
H 26.93975 -4.34671 17.29315
H 23.41121 -3.92840 19.07760
H 23.05705 -5.51257 18.30399
H 20.91587 -4.70791 19.13597
H 20.86167 -4.38905 17.37808
H 21.20002 -3.13367 18.46527
C 29.94051 -3.39324 13.73272
C 29.90963 -1.90252 13.87135
N 29.95696 -1.19972 12.57192
C 28.74772 -1.40717 11.70847
C 27.43834 -0.68729 12.27739
C 30.35473 0.24033 12.72955
C 30.83381 0.88319 11.46836
H 29.00799 -3.89280 13.47012
H 30.26451 -3.87852 14.65340
H 30.72343 -3.67467 13.02849
H 29.08993 -1.52717 14.48396
H 30.79494 -1.58484 14.42217
H 29.00171 -0.98470 10.73630
H 28.67587 -2.48408 11.55613
H 27.57307 0.36856 12.04254
H 26.49255 -1.01307 11.84443
H 27.39475 -0.78160 13.36242
H 31.22771 0.17291 13.37876
H 29.60761 0.85688 13.22934
H 31.24998 1.86684 11.68595
H 30.00011 1.12051 10.80751
H 31.63822 0.30821 11.00961
C 23.20392 -8.83620 -0.05346
C 24.49694 -8.09218 -0.18709
N 25.63294 -9.00708 -0.43848
C 25.78963 -10.00752 0.61042
C 26.69228 -11.17833 0.13112
C 26.84497 -8.21820 -0.77928
C 26.74946 -7.52702 -2.09948
H 22.39498 -8.10837 0.00953
H 23.10065 -9.46683 0.82958
H 22.98004 -9.42501 -0.94300
H 24.35301 -7.36734 -0.98833
H 24.72490 -7.53702 0.72282
H 26.16326 -9.58152 1.54157
H 24.81800 -10.44033 0.84854
H 26.79047 -11.96207 0.88227
H 26.42032 -11.57063 -0.84879
H 27.72065 -10.82807 0.04243
H 27.68466 -8.91316 -0.78550
H 27.01661 -7.51635 0.03683
H 26.30609 -8.21432 -2.82000
H 27.64557 -7.14468 -2.58825
H 26.18529 -6.60085 -1.98981
C 25.04963 -4.82650 8.59757
C 26.39394 -5.16305 8.12555
N 26.38997 -6.17838 7.04119
C 25.77176 -5.86531 5.75109
C 26.39423 -4.68815 4.98815
C 25.95318 -7.47536 7.54916
C 26.46994 -8.64195 6.64072
H 25.12728 -4.06072 9.36936
H 24.54545 -5.71694 8.97310
H 24.33670 -4.41796 7.88139
H 26.88130 -4.25088 7.78133
H 26.99315 -5.45737 8.98719
H 24.69637 -5.75845 5.89327
H 25.77816 -6.71272 5.06556
H 25.93070 -4.55408 4.01078
H 27.44951 -4.85442 4.77171
H 26.23937 -3.73639 5.49636
H 26.23548 -7.55366 8.59906
H 24.87448 -7.46208 7.39306
H 26.32033 -8.50494 5.56976
H 27.53511 -8.76908 6.83394
H 25.94717 -9.58423 6.80481
C 33.20129 0.14112 4.49634
C 33.61517 -1.28667 4.04242
N 33.65806 -2.25869 5.14895
C 32.23414 -2.41375 5.58923
C 32.04764 -3.83968 6.03755
C 34.78246 -2.16646 6.12818
C 36.05520 -2.62404 5.42996
H 32.98071 0.77070 3.63432
H 34.00492 0.61037 5.06385
H 32.26786 0.11979 5.05880
H 32.96191 -1.55265 3.21138
H 34.58476 -1.15700 3.56163
H 31.83898 -1.63099 6.23668
H 31.57695 -2.24046 4.73706
H 32.62220 -4.08240 6.93144
H 31.00135 -3.92202 6.33183
H 32.23174 -4.49903 5.18933
H 34.59586 -2.82062 6.97986
H 34.88436 -1.15998 6.53406
H 36.90533 -2.62331 6.11215
H 36.33386 -2.03862 4.55375
H 35.91451 -3.62243 5.01581
C 26.69563 1.44394 6.24747
C 26.01901 2.25619 7.44714
N 25.11956 3.35165 6.98309
C 25.75250 4.30636 6.05013
C 27.01052 4.99409 6.66074
C 24.42963 4.02145 8.12701
C 23.60759 3.07691 8.94209
H 27.39436 2.10518 5.73499
H 25.97352 1.05845 5.52770
H 27.39009 0.66600 6.56468
H 25.46454 1.49512 7.99617
H 26.74313 2.68211 8.14164
H 25.98782 3.77361 5.12877
H 24.98741 5.04486 5.81061
H 27.43421 5.62531 5.87964
H 26.80205 5.55520 7.57168
H 27.79983 4.26504 6.84396
H 23.71157 4.71272 7.68581
H 25.11221 4.62197 8.72829
H 22.74705 3.59276 9.36809
H 24.11552 2.62188 9.79241
H 23.25427 2.29597 8.26873
C 33.52265 -3.16844 -0.74467
C 33.46585 -4.68812 -1.04485
N 33.15812 -5.58236 0.06666
C 31.82545 -5.29496 0.67528
C 31.28363 -6.48041 1.49595
C 34.16719 -5.54904 1.08706
C 35.53966 -6.02313 0.52698
H 34.21962 -2.89459 0.04738
H 32.57486 -2.68889 -0.50007
H 33.88115 -2.68161 -1.65163
H 32.65420 -4.81754 -1.76079
H 34.28725 -5.05001 -1.66324
H 31.82780 -4.33992 1.20062
H 31.05459 -5.20135 -0.08963
H 31.35806 -7.31360 0.79713
H 31.94735 -6.86300 2.27132
H 30.24463 -6.47794 1.82545
H 33.91194 -6.14169 1.96554
H 34.30773 -4.54239 1.48077
H 35.50483 -6.94832 -0.04827
H 36.26346 -6.05121 1.34149
H 35.95306 -5.25972 -0.13210
*
```

Löwdin atomic charge list, values in e, 4 entries: atom 1 (C): -0.075, atom 2 (C): -0.254, atom 3 (N): -0.152, atom 4 (C): -0.315

***

(2)
C24H22BFN14O4RhS2 | ωB97M-V/def2-TZVPD

Results
- Gap between HOMO and LUMO (alpha / beta): 5.6 / 4.2 eV
- Highest occupied orbital energy (alpha / beta): -12.3 / -13.5 eV
- LUMO energy (alpha / beta): -6.641 / -9.330 eV

Structure (ORCA input):
```
! wB97M-V def2-TZVPD RIJCOSX def2/J DEFGRID3
* xyz 2 6
Rh 0.62361 -0.20611 1.29157
C -2.43868 -2.83179 3.14054
C -1.15097 -2.29706 3.15356
N -0.87650 -1.71758 1.98859
N -1.95717 -1.88915 1.19498
C -2.91504 -2.54158 1.87644
B -1.98846 -1.28516 -0.24810
N -0.63492 -1.62733 -0.96900
C -0.51502 -2.18983 -2.17584
C 0.82981 -2.39957 -2.44122
C 1.47676 -1.91398 -1.31785
N 0.59361 -1.43138 -0.43592
N -2.13931 0.25190 -0.07738
C -3.03253 1.13370 -0.55004
C -2.76452 2.37335 0.00269
C -1.65813 2.15854 0.81223
N -1.28432 0.87494 0.76977
N -3.09223 -1.92052 -1.04788
C -3.37899 -3.25140 -1.12985
C -4.16600 -3.45054 -2.23010
C -4.31528 -2.16310 -2.78334
N -3.65156 -1.25526 -2.09700
H -2.94427 -3.37223 3.92143
H -0.41247 -2.31190 3.94058
H -3.86510 -2.76566 1.42093
H -1.38355 -2.41851 -2.77224
H 1.26202 -2.85748 -3.31328
H 2.52739 -1.94154 -1.08358
H -3.78665 0.80894 -1.24481
H -3.29897 3.29279 -0.15960
H -1.13824 2.86155 1.44572
H -2.98411 -3.96018 -0.41940
H -4.58650 -4.37847 -2.57620
H -4.87251 -1.86888 -3.65889
N -1.48598 0.90513 3.91619
C -0.22669 0.80121 4.27818
N 0.74842 0.45517 3.45559
C 1.95022 0.42008 4.08969
C 1.90226 0.74991 5.44674
S 0.32473 1.11240 5.92315
C 3.11201 0.08710 3.34416
C 4.40018 0.01508 3.86369
S 5.51494 -0.32636 2.64763
C 4.19580 -0.33976 1.47639
N 3.00682 -0.15120 1.99934
N 4.44607 -0.50165 0.18355
H -1.72824 0.71233 2.94458
H -2.21806 1.13950 4.56780
H 2.71810 0.79152 6.15170
H 4.71344 0.14798 4.88764
H 5.38297 -0.64050 -0.15861
H 3.71296 -0.35492 -0.49698
F 2.05991 3.64780 -6.22303
C 1.62054 3.03486 -5.13927
C 2.45600 2.59862 -4.19750
N 1.98871 1.95030 -3.05511
C 2.84261 1.53203 -2.05735
C 1.26303 3.23485 0.18812
O 0.95033 3.96387 -0.64474
O 1.58565 2.51970 1.05560
C 0.61756 1.72141 -2.85968
O 0.20562 1.13251 -1.88081
N -0.19462 2.20537 -3.84289
C 0.16483 2.87377 -5.02304
O -0.65368 3.25962 -5.80753
H 3.52485 2.73178 -4.27452
H 3.87630 1.83080 -2.10017
H 2.32686 1.17861 -1.18065
H -1.18559 2.05155 -3.70540
*
```

Löwdin atomic charge list, values in e, 4 entries: atom 1 (Rh): 1.159, atom 2 (C): -0.029, atom 3 (C): -0.149, atom 4 (N): -0.059